[1]
DFT (wB97M-V/def2-TZVPD) results for one molecule with the formula C6H8 in a non-equilibrium geometry.

```
! RIJCOSX wB97M-V def2-TZVPD def2/J DEFGRID3
* xyz 0 1
C 2.1421 0.0250 0.1131
C 2.7845 1.0200 -0.0210
C 1.2139 -1.1013 -0.0518
C -0.0312 -0.4577 -0.5243
C -0.9665 -0.1429 0.3290
C -2.2352 0.6484 -0.0356
H 3.5498 1.7152 0.3644
H 1.7425 -1.9084 -0.6825
H 0.9169 -1.4418 1.0449
H -0.2237 -0.2763 -1.6163
H -0.8691 -0.4891 1.3815
H -2.2195 1.2080 -1.0174
H -2.6229 1.2517 0.8982
H -3.1815 -0.0508 -0.1821
*
```

HOMO level   -9.254 eV
Orbital gap   10.4 eV
LUMO   1.18 eV
ΔE to the lowest compared entry with this formula, charge and spin   265.33 kJ/mol
SMILES string   C#CC/C=C/C



[2]
DFT (wB97M-V/def2-TZVPD) results for one molecule with the formula C6H8.

```
! RIJCOSX wB97M-V def2-TZVPD def2/J DEFGRID3
* xyz 0 1
C -1.2061 0.3183 -0.1520
C -0.0622 0.8712 -0.9680
C 0.9227 1.6148 -0.4665
C 1.1462 -0.5816 1.2634
C 0.1424 -1.5021 0.8171
C -0.9973 -1.1359 0.2014
H -1.2572 0.8835 0.7913
H -2.1551 0.4545 -0.6822
H -0.0305 0.5734 -2.0168
H 0.9332 1.9126 0.5796
H 1.7613 1.9314 -1.0815
H 2.1250 -0.8857 0.8416
H 0.3436 -2.5650 0.9908
H -1.7202 -1.8820 -0.1184
*
```

HOMO level (alpha / beta)   -8.146 / -8.040 eV
Orbital gap (alpha / beta)   7.6 / 7.8 eV
LUMO (alpha / beta)   -0.55 / -0.29 eV
ΔE to the lowest compared entry with this formula, charge and spin   412.75 kJ/mol



[3]
DFT (wB97M-V/def2-TZVPD) results for one molecule with the formula C6H8 in a non-equilibrium geometry.

```
! RIJCOSX wB97M-V def2-TZVPD def2/J DEFGRID3
* xyz 0 1
C 1.7851 -0.2642 0.6194
C 2.9386 -0.6475 0.5683
C 0.4727 0.1723 0.1755
C 0.1818 1.5825 -0.1075
C -0.5810 -0.7382 0.1865
C -2.0597 -0.7719 -0.3381
H -0.7674 1.8631 0.1260
H 0.3803 1.7230 -1.2151
H 1.0317 2.0928 0.3805
H -0.2485 -1.7412 0.4809
H -1.9749 -0.1966 -1.3786
H 3.8872 -1.1574 0.5256
H -2.3798 -1.8341 -0.2756
H -2.6660 -0.0827 0.2523
*
```

HOMO level   -8.460 eV
Orbital gap   9.5 eV
LUMO   0.99 eV
ΔE to the lowest compared entry with this formula, charge and spin   251.20 kJ/mol
SMILES string   C#C/C(C)=C/C



[4]
DFT (wB97M-V/def2-TZVPD) results for one molecule with the formula C6H8 in a non-equilibrium geometry.

```
! RIJCOSX wB97M-V def2-TZVPD def2/J DEFGRID3
* xyz 0 1
C 0.4480 0.4678 1.9505
C -0.4963 1.3967 1.1488
C 0.1201 0.9459 -0.0680
C -0.6617 0.0640 -0.7984
C -0.6893 -0.0688 1.0866
C -0.0843 -1.2308 -1.4192
H 1.4293 0.3484 1.6017
H 0.2360 0.1935 2.9595
H -1.0109 2.3221 1.4052
H 1.1893 0.9303 -0.3787
H -1.7208 0.1911 -0.9923
H 0.7533 -1.3455 -0.7587
H 0.1891 -1.0036 -2.4753
H -0.8910 -1.9624 -1.3876
*
```

HOMO level   -8.145 eV
Orbital gap   9.3 eV
LUMO   1.12 eV
ΔE to the lowest compared entry with this formula, charge and spin   510.45 kJ/mol
SMILES string   C[C@@H]1[C@H]2[C@@H]3C[C@@]213



[5]
DFT (wB97M-V/def2-TZVPD) results for an isolated ion of composition C6H8 and charge +1 in a non-equilibrium geometry.

```
! RIJCOSX wB97M-V def2-TZVPD def2/J DEFGRID3
* xyz 1 2
C -1.0480 0.5009 -1.0354
C -1.1817 -0.5397 -1.9426
C -0.5670 -0.9928 0.9949
C -0.3921 0.2308 0.3405
C 0.7498 1.1056 0.6917
C 1.8517 0.6682 1.4048
H -0.6636 1.4689 -1.5278
H -1.4080 -0.5602 -3.0520
H -1.1649 -1.5736 -1.4945
H -0.5492 -1.4337 2.0507
H -1.3601 -1.5944 0.4027
H 0.8774 1.9275 0.0233
H 2.8008 1.1347 1.3579
H 2.0547 -0.3421 1.7858
*
```

HOMO level (alpha / beta)   -14.790 / -14.576 eV
Orbital gap (alpha / beta)   9.0 / 6.6 eV
LUMO (alpha / beta)   -5.82 / -7.98 eV
ΔE to the lowest compared entry with this formula, charge and spin   198.04 kJ/mol



[6]
DFT (wB97M-V/def2-TZVPD) results for C6H8AuCeCl2N2O3S as an isolated structure in a non-equilibrium geometry.

```
! RIJCOSX wB97M-V def2-TZVPD def2/J DEFGRID3
* xyz 4 4
Au 0.9119 0.5672 -4.1746
Ce -0.3608 0.6499 -1.6210
Cl -2.4229 1.8561 -2.1037
Cl 2.0889 1.4354 -2.4277
C -0.8318 -1.3496 -0.1259
C 0.3571 0.6846 -6.2024
C 0.4028 -0.6704 -5.7213
O -1.2204 -2.2388 0.5144
O 0.1917 1.2007 -7.2671
O 0.2558 -1.6956 -6.3206
C 1.4552 -0.0434 3.3879
N 1.0692 0.4576 2.0607
C 0.3360 1.5841 1.9010
S 0.3799 2.4271 0.3811
N -0.4456 2.0561 2.9049
C -1.2915 1.1218 3.6923
H 1.5237 0.7737 4.1245
H 2.4328 -0.5203 3.2767
H 0.7326 -0.8003 3.7264
H 1.7582 0.3338 1.3036
H -0.9136 2.9407 2.6591
H -2.2174 1.6597 3.9159
H -1.5299 0.2042 3.1316
H -0.7921 0.8803 4.6399
*
```

HOMO level (alpha / beta)   -23.886 / -23.343 eV
Orbital gap (alpha / beta)   5.8 / 5.1 eV
LUMO (alpha / beta)   -18.06 / -18.29 eV
ΔE to the lowest compared entry with this formula, charge and spin   453.46 kJ/mol